Computed, not measured: a molecular structure, C13H3Cl5NNiO5, with ωB97M-V/def2-TZVPD.

Geometry as XYZ:
```
28
Properties=species:S:1:pos:R:3:forces:R:3
Ni 0.174231 -0.283784 0.003136 -0.315 0.314 -0.006
O -3.982781 4.268616 -0.002484 0.046 0.022 0.000
C -3.038704 3.290858 -0.001173 -0.046 0.065 0.000
C -1.677263 3.580247 0.002091 -0.080 0.132 0.000
C -0.798226 2.521049 0.003128 -0.104 -0.069 -0.003
N -1.221466 1.268585 0.001230 0.063 -0.105 0.002
C -2.516583 0.984976 -0.002075 0.107 0.074 0.003
C -3.476041 1.971143 -0.003377 -0.126 0.034 0.000
C -2.777814 -0.505985 -0.004439 0.119 -0.253 -0.006
O -3.934052 -0.904417 -0.008084 0.134 -0.020 0.002
O -1.693268 -1.194488 -0.003322 -0.110 -0.146 0.000
C 0.710640 2.625941 0.006041 0.199 -0.152 0.005
O 1.225101 3.736658 0.008284 0.012 -0.127 -0.001
O 1.281932 1.477002 0.006209 -0.064 0.295 0.004
H -3.541824 5.125099 -0.000752 -0.020 0.004 0.000
H -1.289362 4.592744 0.003708 -0.008 -0.040 0.000
H -4.526939 1.715285 -0.006126 0.054 0.002 0.000
Cl 3.586251 0.042241 -0.009024 0.167 -0.113 -0.003
C 2.985510 -1.582536 -0.003624 0.068 -0.009 -0.002
C 1.602705 -1.828408 0.001415 -0.018 -0.080 0.002
C 1.285044 -3.198396 0.005145 0.116 -0.006 0.001
Cl -0.362773 -3.728571 0.012362 -0.124 0.122 0.002
C 2.236372 -4.225135 0.003864 -0.063 -0.009 0.000
Cl 1.764742 -5.891858 0.008702 0.026 0.049 0.000
C 3.587111 -3.914678 -0.001296 0.042 -0.053 0.000
Cl 4.779380 -5.165564 -0.003004 -0.033 0.014 0.000
C 3.964765 -2.581789 -0.005048 0.027 0.054 0.000
Cl 5.653314 -2.194823 -0.011487 -0.070 -0.001 0.000
```
Forces are in eV/Å.

Computed properties:
LUMO (spin up / spin down)	2.358 / 2.358	eV
energy above the lowest of the compared OMol25 structures with the same formula, charge and spin	0.598	eV
max |F|	0.445	eV Å⁻¹
spin multiplicity	3
gap between HOMO and LUMO (spin up / spin down)	0.312 / 0.312	hartree
total charge	-1
total energy	-4737.58202	a.u.
E_HOMO (spin up / spin down)	-6.1 / -6.1	eV

Löwdin population analysis, charges in e, atoms 1 to 5: number 1, Ni, carries 0.851; number 2, O, carries 0.066; number 3, C, carries -0.283; number 4, C, carries 0.066; number 5, C, carries -0.164

Computed, not measured: a molecular structure, C13H40ClFeO21P4S, with ωB97M-V/def2-TZVPD.

Geometry as XYZ:
```
81
Properties=species:S:1:pos:R:3:forces:R:3
Fe 0.148482 0.160707 0.246180 -0.047 -1.201 0.031
S 0.451287 2.326227 -1.388531 0.757 3.750 -1.958
O 0.879343 1.943639 -0.058099 3.545 2.646 6.212
O -0.063179 1.003234 -1.546136 -3.848 -5.908 -4.545
O -0.588131 3.326744 -1.367402 -0.138 0.422 -0.075
O 1.561986 2.615755 -2.278315 -0.294 0.041 0.152
Cl -0.065584 -1.618548 1.971155 0.291 0.386 -0.615
C 2.148342 1.192382 3.797374 0.196 -1.121 0.126
O 1.687775 1.362535 2.471673 -0.081 0.444 0.436
H 1.453918 0.575836 4.368117 -0.518 0.363 -0.093
H 3.028025 0.549321 3.770473 0.532 0.354 0.147
H 2.347388 2.129153 4.317891 -0.017 0.001 0.001
H 2.074848 2.183400 2.158706 -0.130 -0.031 -0.462
C 1.436106 -4.404911 -0.677761 0.378 0.628 -0.573
O 0.823741 -4.026232 -1.973071 -0.610 0.590 0.272
P 0.620736 -2.480714 -2.401609 0.502 -0.724 0.914
O 0.282840 -1.572903 -1.271389 0.069 -0.959 -1.247
O -0.461032 -2.597970 -3.597694 2.196 -2.764 2.207
C -0.944278 -1.502332 -4.241588 -0.863 2.395 -0.314
O 2.021681 -2.178310 -3.099233 -0.471 0.241 -0.478
C 2.321219 -0.918071 -3.756366 -0.393 0.423 0.479
H 1.279689 -3.609707 0.051140 0.258 0.174 -0.109
H 2.477504 -4.628056 -0.909664 0.136 0.521 0.182
H 1.083469 -5.323530 -0.208826 -0.935 -0.020 -0.796
H -0.774293 -0.633886 -3.605183 -0.566 0.369 0.063
H -2.005326 -1.702592 -4.390473 0.009 0.478 -0.244
H -0.438054 -1.241695 -5.171055 0.042 -0.579 -0.281
H 2.101889 -0.875175 -4.823211 0.267 -0.902 -0.152
H 3.375677 -0.728771 -3.555379 -0.194 0.103 -0.128
H 1.692709 -0.107478 -3.387552 0.217 0.087 0.696
C -5.947141 0.160998 -0.500874 -1.010 -0.120 -0.315
O -4.610740 0.172106 -0.066498 2.893 -0.814 -0.360
P -3.395651 -0.716510 -0.730611 -0.870 -0.850 0.104
O -1.985442 -0.415354 -0.333678 -2.826 -0.133 -0.568
O -3.869580 -2.249632 -0.407064 1.051 2.009 -0.263
C -2.889887 -3.228356 -0.820105 0.101 -0.304 -0.787
O -3.713822 -0.651475 -2.333019 0.193 0.750 1.150
C -3.368195 0.599305 -2.978587 1.000 0.350 -0.244
H -6.565373 -0.333635 0.248277 0.068 -0.002 0.042
H -6.117513 -0.335293 -1.456263 0.346 -0.142 -0.022
H -6.293293 1.187966 -0.617534 0.144 0.070 0.139
H -2.021557 -3.329396 -0.169036 -0.492 0.013 0.655
H -2.431078 -2.959000 -1.771437 -0.293 0.147 -0.286
H -3.466754 -4.138477 -0.984460 0.327 -0.076 0.311
H -2.299329 0.772336 -2.853330 0.093 -0.051 -0.046
H -3.832019 1.508126 -2.595173 -0.543 -0.356 0.464
H -3.589822 0.559757 -4.045081 -0.151 -0.467 0.162
C 3.647653 -1.983737 2.371816 0.859 -1.846 3.247
O 4.052331 -0.735393 1.920997 -0.452 1.949 -4.117
P 3.679875 -0.494423 0.357221 -1.817 0.111 -0.922
O 2.196793 -0.215368 0.166038 3.512 -1.084 -0.138
O 4.678218 0.673357 -0.155662 -0.603 -1.987 2.266
C 4.174233 1.793657 -0.843337 -1.152 1.077 -1.837
O 4.130521 -1.862582 -0.500623 -1.266 2.226 1.814
C 5.483350 -2.321237 -0.442358 0.102 0.362 -0.064
H 2.875327 -1.956408 3.140497 -0.358 0.608 -0.320
H 4.569587 -2.168036 2.923321 -0.158 -1.536 0.245
H 3.370658 -2.814291 1.722542 0.281 0.597 -0.709
H 4.937570 2.554470 -1.006400 0.457 -0.617 -0.029
H 3.333739 2.365539 -0.450125 -0.089 -0.673 0.914
H 3.763994 1.405056 -1.775425 0.250 0.496 -0.319
H 5.797542 -2.321820 -1.486086 0.479 -0.135 0.263
H 5.551571 -3.313453 0.003687 -0.307 -0.086 -0.173
H 6.085829 -1.662606 0.183192 0.224 0.095 -0.272
C -3.229326 3.610430 1.184131 1.049 0.472 -1.632
O -3.213821 2.503383 2.073543 0.105 -0.735 0.627
P -1.847295 1.828420 2.560909 1.354 0.922 -0.107
O -1.028088 1.210591 1.472426 -1.749 1.092 1.863
O -1.054641 3.040001 3.335133 -0.710 -1.264 -1.164
C -0.292854 3.989259 2.566231 0.773 0.619 0.266
O -2.268892 0.853580 3.735916 0.767 1.295 -0.490
C -3.072940 1.357791 4.824471 -1.920 -0.866 -0.177
H -2.281093 3.687870 0.652199 0.395 0.080 0.221
H -3.438884 4.581316 1.633085 -0.157 -0.362 0.526
H -3.877549 3.466099 0.319802 -0.646 -0.445 0.527
H 0.522859 4.331200 3.203247 -0.050 -0.140 0.240
H -0.864126 4.886409 2.327737 -0.339 -0.230 -0.027
H 0.186865 3.610649 1.663662 -0.469 -0.496 -0.071
H -3.404622 2.394133 4.760595 0.649 0.094 -0.264
H -2.745604 1.116083 5.835669 0.932 0.052 -0.434
H -3.980360 0.768544 4.692250 -0.272 0.119 0.263
```
Forces are in eV/Å.

Computed properties:
LUMO (spin up / spin down)	0.634 / -0.171	eV
energy above the lowest of the compared OMol25 structures with the same formula, charge and spin	0.000	eV
max |F|	8.389	eV Å⁻¹
spin multiplicity	6
gap between HOMO and LUMO (spin up / spin down)	0.345 / 0.312	hartree
total energy	-5587.21004	a.u.
E_HOMO (spin up / spin down)	-8.8 / -8.7	eV

Löwdin population analysis, charges in e, atoms 1 to 5: number 1, Fe, carries 0.852; number 2, S, carries 0.229; number 3, O, carries -0.420; number 4, O, carries -0.387; number 5, O, carries -0.299

Computed, not measured: 7 unconnected molecules or ions with the total composition C13H40FN8O6, with ωB97M-V/def2-TZVPD.

Geometry as XYZ:
```
68
Properties=species:S:1:pos:R:3:forces:R:3
F 0.776563 2.362587 -0.543058 0.392 0.117 0.129
C -1.833737 8.461987 -0.918268 -0.579 -0.614 1.512
C -1.421447 7.025747 -0.475068 1.165 1.529 0.569
O -1.159957 6.207807 -1.552528 -0.793 -0.854 -1.425
H -2.579037 8.815077 -0.205548 -0.265 -0.072 0.201
H -2.364317 8.530037 -1.867988 0.702 -0.096 -0.247
H -1.021117 9.159087 -0.713868 0.147 -0.017 -0.975
H -2.083537 6.617557 0.288562 -0.506 -0.212 -0.292
H -0.442757 7.097437 -0.000608 0.020 0.518 0.785
H -0.931137 5.337067 -1.219278 0.186 -0.305 -0.134
C 5.365463 1.734967 -0.734198 6.017 -1.062 0.374
O 6.540533 1.357017 -0.738658 0.953 0.704 0.083
N 4.940343 2.887697 -0.307868 -1.094 3.626 1.762
N 4.459093 0.971837 -1.163958 -5.174 -2.820 -1.692
H 3.958113 2.907647 -0.073488 0.012 0.689 0.075
H 5.563883 3.472647 0.229842 -0.156 -0.297 -0.108
H 4.643453 0.168157 -1.747238 -0.153 0.330 0.406
H 3.551723 1.385177 -1.002898 -0.816 -1.123 -0.909
C 1.312773 3.751267 3.895632 3.410 -0.049 0.777
O 1.667893 4.069387 4.981342 -0.798 2.508 4.533
N 0.664923 4.379917 2.980272 -4.435 4.074 -1.777
N 1.956903 2.785487 3.352722 1.847 -6.182 -4.199
H 0.179273 5.207817 3.294632 -0.239 -0.192 -0.374
H 0.476273 4.014237 2.057882 0.025 0.095 0.114
H 2.907803 2.477407 3.497562 -0.526 0.378 0.794
H 1.626383 2.624407 2.412032 0.691 -0.801 -0.241
C 1.325933 1.316137 -5.392318 2.661 0.150 -1.209
O 1.830763 1.114027 -6.468248 -0.152 0.204 -2.956
N 1.434913 2.433707 -4.715958 0.109 3.413 0.710
N 0.889703 0.375607 -4.633608 -2.235 -3.422 2.508
H 1.347163 2.375477 -3.711468 -0.035 0.954 -0.113
H 1.867233 3.206077 -5.202408 0.041 -0.126 0.610
H 0.961243 0.622727 -3.656908 -0.775 -1.306 0.127
H 0.701543 -0.534373 -5.029358 0.320 0.188 0.621
C 1.681013 -3.821043 1.190302 1.001 -1.694 -0.194
C 1.521123 -3.834803 -0.351888 -1.729 0.812 1.582
C 0.576193 -4.894283 -0.949558 0.021 1.242 -0.497
O 0.898583 -6.147213 -0.474128 0.717 -2.482 -0.761
C 0.870323 -7.132983 -1.532598 0.286 0.362 0.279
N 1.027263 -2.512413 -0.656018 0.392 0.895 -1.841
H 1.052613 -4.561493 1.685232 -0.456 0.393 0.136
H 1.601563 -2.801023 1.566252 -0.263 -0.370 0.195
H 2.682153 -4.186983 1.418092 0.233 0.107 0.250
H 2.507583 -3.935123 -0.804588 -0.068 -0.232 -0.195
H 0.654053 -4.740233 -2.025798 0.609 -0.525 -0.428
H -0.507847 -4.828853 -0.856408 -0.286 1.071 0.880
H 0.817223 -8.163443 -1.181278 -0.152 0.253 0.632
H 1.790323 -7.085453 -2.115218 0.108 0.265 -0.155
H 0.028993 -6.969803 -2.206118 -0.151 0.091 0.026
H 1.597153 -1.836803 -0.167258 -0.369 0.282 -0.238
H 0.045863 -2.292063 -0.564388 0.075 -0.409 0.314
C -4.715677 -4.334053 2.366362 1.260 -2.156 -1.535
C -3.463567 -3.456113 2.681982 -4.940 -0.675 -2.299
C -3.723087 -2.143683 1.985292 2.279 0.704 0.101
O -3.545747 -2.285713 0.587892 -1.188 0.276 1.276
C -3.652827 -1.032893 -0.039968 0.445 -0.460 -1.518
N -3.642797 -3.297083 4.083952 2.438 0.492 1.082
H -4.571477 -5.341573 2.756512 -0.067 0.120 1.062
H -4.796507 -4.686553 1.338112 -0.167 0.969 -0.629
H -5.677417 -3.940183 2.695022 0.318 0.296 0.131
H -2.512967 -3.803803 2.277532 -0.052 -0.539 0.668
H -2.961177 -1.487463 2.405992 1.022 0.434 -0.316
H -4.547877 -1.531923 2.350762 -1.324 -0.726 -0.567
H -2.691067 -0.524993 0.031842 -0.165 0.509 0.136
H -4.506747 -0.415403 0.238662 0.053 -0.023 0.615
H -3.828677 -1.280133 -1.086898 0.178 0.216 -0.190
H -2.764157 -2.822273 4.234522 0.226 0.484 1.691
H -4.355237 -2.590983 4.202072 -0.247 0.091 0.267
```
Forces are in eV/Å.

Computed properties:
LUMO	2.341	eV
max |F|	7.698	eV Å⁻¹
gap between HOMO and LUMO	0.300	hartree
total charge	-1
total energy	-1508.61373	a.u.
E_HOMO	-5.8	eV

Löwdin population analysis, charges in e, atoms 1 to 5: number 1, F, carries -0.861; number 2, C, carries -0.075; number 3, C, carries -0.351; number 4, O, carries -0.067; number 5, H, carries 0.053